(1)
A structure of composition C28H44BrEuN3P2. Source: the Open Molecules 2025 dataset; level of theory: ωB97M-V/def2-TZVPD.

```
79
Properties=species:S:1:pos:R:3:mulliken_spin:R:1
C 3.23 -3.04 6.93 0.002
C 3.68 -2.31 5.82 -0.002
C 5.06 -2.23 5.60 0.000
C 5.90 -3.15 6.26 0.000
N 5.43 -3.95 7.21 0.000
C 4.14 -3.92 7.55 0.000
C 2.74 -1.85 4.79 -0.013
C 2.26 -2.24 3.69 0.007
C 2.16 -2.61 2.32 0.019
C 0.98 -3.18 1.79 0.002
C 0.73 -3.12 0.43 -0.003
C 1.66 -2.53 -0.45 0.008
C 2.91 -2.10 0.06 -0.011
C 3.20 -2.22 1.42 0.025
Eu 1.69 0.07 3.57 6.993
P 1.32 -2.51 -2.20 0.000
H 5.50 -1.56 4.86 0.000
H 2.20 -3.03 7.27 0.000
H 6.94 -3.24 5.99 0.000
H 3.80 -4.63 8.30 0.000
H 4.20 -1.96 1.81 -0.002
H 0.25 -3.62 2.47 -0.001
H 3.58 -1.58 -0.62 0.000
H -0.22 -3.51 0.02 0.001
C 0.48 -0.94 -2.61 0.000
C 0.55 -0.63 -4.10 0.000
H 0.90 -0.14 -1.99 -0.001
H -0.55 -1.06 -2.25 0.000
H -0.11 0.22 -4.28 0.000
H 1.57 -0.36 -4.41 0.000
H 0.22 -1.48 -4.72 0.000
C 2.85 -2.89 -3.11 0.000
C 3.62 -4.12 -2.59 0.000
H 3.51 -2.01 -3.08 0.000
H 2.55 -3.03 -4.16 0.000
H 4.49 -4.31 -3.24 0.000
H 4.00 -3.96 -1.56 0.000
H 3.01 -5.04 -2.60 0.000
C 0.02 -3.72 -2.48 0.000
C -0.27 -3.98 -3.95 0.000
H -0.89 -3.34 -1.98 0.000
H 0.31 -4.64 -1.96 0.000
H -0.95 -4.83 -4.05 0.000
H -0.77 -3.13 -4.41 0.000
H 0.64 -4.21 -4.51 0.000
Br 1.37 0.51 0.55 -0.011
P 4.70 2.29 -0.74 0.000
C 4.36 0.96 -1.96 0.000
C 4.95 1.31 -3.34 0.000
H 3.27 0.81 -2.02 -0.001
H 4.80 0.02 -1.59 0.000
H 4.85 0.47 -4.03 0.000
H 4.44 2.17 -3.78 0.000
H 6.02 1.55 -3.25 0.000
C 3.07 3.11 -0.62 -0.001
C 3.26 4.60 -0.33 0.000
H 2.47 2.60 0.16 -0.001
H 2.54 2.97 -1.57 0.000
H 2.29 5.09 -0.24 0.000
H 3.81 4.77 0.60 0.000
H 3.82 5.08 -1.14 0.000
C 5.02 1.41 0.83 -0.002
C 6.54 1.26 1.01 0.000
H 4.50 0.44 0.83 0.004
H 4.58 2.01 1.64 -0.001
H 6.77 0.89 2.01 0.000
H 6.96 0.56 0.28 0.000
H 7.04 2.23 0.88 0.000
C -2.67 -1.78 0.81 0.000
N -2.41 -0.50 1.47 -0.001
C -3.39 0.59 1.33 0.000
C -1.51 -0.43 2.41 -0.010
N -0.70 -0.42 3.27 -0.002
H -3.69 -1.77 0.41 0.000
H -2.58 -2.60 1.55 0.000
H -1.96 -1.96 -0.01 0.000
H -3.66 1.00 2.31 0.000
H -3.01 1.41 0.72 0.000
H -4.29 0.19 0.86 0.000
```

Summary:
Frontier orbital gap (spin up / spin down)   4.506 / 4.519 eV
2S+1   8
Total energy   -5224.04263 Eh
Relative energy (zero: lowest compared OMol25 entry of this formula, charge and spin)   0.00 kJ/mol
HOMO (spin up / spin down)   -11.8392 / -11.8395 eV
Total charge   +2

(2)
A structure of composition C28H44ClN5O8W. Source: the Open Molecules 2025 dataset; level of theory: ωB97M-V/def2-TZVPD.

```
87
Properties=species:S:1:pos:R:3:mulliken_spin:R:1
W 0.18 -2.26 -0.15 1.514
C -1.68 -4.28 1.48 0.035
C -1.12 -3.54 2.67 -0.026
O -0.42 -2.40 2.14 0.035
C 0.44 -1.77 3.12 0.013
C 1.46 -0.95 2.37 -0.014
O 1.88 -1.68 1.21 0.033
C 3.18 -2.32 1.25 0.020
C 3.01 -3.76 1.67 0.011
O 2.04 -4.29 0.79 0.052
C 1.38 -5.46 1.21 0.005
C 0.12 -5.55 0.38 0.017
O -0.67 -4.34 0.46 0.055
H -2.53 -3.75 1.05 -0.004
H -2.00 -5.28 1.76 0.004
H -0.41 -4.15 3.23 -0.001
H -1.91 -3.21 3.35 -0.001
H 0.91 -2.56 3.70 0.000
H -0.16 -1.15 3.79 0.000
H 2.32 -0.73 3.01 0.003
H 1.06 0.00 2.02 -0.003
H 3.83 -1.75 1.91 -0.001
H 3.58 -2.25 0.24 -0.013
H 2.67 -3.83 2.71 -0.001
H 3.97 -4.29 1.59 0.000
H 1.15 -5.40 2.28 -0.001
H 1.99 -6.35 1.05 0.001
H -0.50 -6.40 0.67 -0.003
H 0.39 -5.66 -0.67 -0.004
N -1.58 -2.51 -1.47 0.013
C -1.44 -3.71 -2.33 0.023
C 0.04 -3.90 -2.65 -0.005
O 0.42 -4.50 -3.61 -0.006
N 0.87 -3.27 -1.72 0.073
C 2.15 -2.81 -2.23 0.044
C 2.23 -1.32 -1.91 -0.009
O 3.14 -0.61 -2.21 0.011
O 1.16 -0.90 -1.21 0.036
H -2.48 -2.51 -1.00 0.003
H -1.59 -1.67 -2.06 0.008
H -1.98 -3.60 -3.27 -0.001
H -1.83 -4.58 -1.81 0.001
H 2.24 -2.97 -3.30 0.003
H 2.99 -3.33 -1.76 -0.003
C -2.83 4.52 -2.85 0.000
C -2.81 4.13 -1.37 0.001
C -3.39 5.28 -0.54 0.000
C -3.71 2.90 -1.19 0.000
C -1.35 3.80 -0.93 0.001
O -0.78 2.83 -1.81 0.000
C -0.47 5.07 -0.86 0.000
C 1.03 4.86 -1.15 0.000
C 1.79 3.92 -0.25 0.000
C 2.00 4.22 1.09 0.000
C 2.73 3.37 1.91 0.000
C 3.26 2.20 1.37 0.001
Cl 4.23 1.16 2.38 0.000
C 3.07 1.88 0.04 0.001
C 2.33 2.74 -0.76 0.001
C -1.29 3.16 0.48 0.000
N -1.37 1.69 0.50 -0.003
C -0.50 0.84 0.00 0.072
N -0.88 -0.40 0.33 0.010
C -2.04 -0.21 1.04 -0.001
N -2.36 1.04 1.17 0.000
H -3.83 4.87 -3.11 0.000
H -2.62 3.67 -3.50 0.000
H -2.14 5.34 -3.09 0.000
H -4.44 5.42 -0.80 0.000
H -2.88 6.22 -0.74 0.000
H -3.35 5.09 0.53 0.000
H -4.68 3.09 -1.65 0.000
H -3.89 2.66 -0.15 0.000
H -3.27 2.02 -1.69 0.000
H -0.79 3.19 -2.70 0.000
H -0.60 5.53 0.13 0.000
H -0.83 5.81 -1.57 0.000
H 1.50 5.84 -1.10 0.000
H 1.15 4.53 -2.18 0.000
H 1.62 5.14 1.51 0.000
H 2.91 3.62 2.95 0.000
H 3.51 0.99 -0.39 -0.002
H 2.20 2.49 -1.81 0.001
H -2.11 3.51 1.10 -0.001
H -0.36 3.41 0.97 0.000
H 0.38 1.12 -0.55 -0.003
H -2.62 -1.00 1.48 0.004
```

Summary:
Frontier orbital gap (spin up / spin down)   7.618 / 7.047 eV
2S+1   3
Total energy   -2495.86346 Eh
Relative energy (zero: lowest compared OMol25 entry of this formula, charge and spin)   0.00 kJ/mol
HOMO (spin up / spin down)   -13.4103 / -13.4100 eV
Total charge   +2

(3)
A structure of composition C28H44F5KN4O6STe. Source: the Open Molecules 2025 dataset; level of theory: ωB97M-V/def2-TZVPD.

```
90
Properties=species:S:1:pos:R:3:lowdin_charge:R:1
K -1.49 0.38 0.24 0.708
C -3.77 4.51 -2.31 -0.092
C -3.45 3.99 -0.92 -0.373
C -4.03 2.59 -0.72 -0.067
C -1.96 4.00 -0.60 -0.203
C -0.97 4.12 -1.57 -0.034
C 0.37 4.11 -1.23 -0.047
C 0.78 4.00 0.09 -0.293
C 2.24 4.00 0.46 -0.062
C -0.21 3.87 1.06 -0.051
C -1.55 3.86 0.73 -0.031
H -4.86 4.58 -2.44 0.072
H -3.40 3.83 -3.08 0.072
H -3.35 5.50 -2.49 0.075
H -3.92 4.65 -0.18 0.136
H -3.58 1.90 -1.45 0.059
H -5.11 2.60 -0.90 0.086
H -3.88 2.20 0.29 0.054
H -1.25 4.20 -2.62 0.098
H 1.12 4.19 -2.01 0.105
H 2.40 3.52 1.43 0.070
H 2.62 5.02 0.52 0.073
H 2.83 3.46 -0.27 0.072
H 0.08 3.73 2.10 0.114
H -2.29 3.72 1.50 0.126
N -4.62 -0.73 0.13 -0.021
C -4.40 -2.06 -0.36 -0.202
C -3.11 -2.67 0.17 -0.554
O -2.68 -3.67 -0.43 -0.012
N -2.51 -2.09 1.23 -0.122
C -1.26 -2.75 1.61 -0.157
C -0.03 -2.45 0.74 -0.635
O 1.04 -2.95 1.18 -0.054
O -0.11 -1.76 -0.31 -0.147
H -5.56 -0.50 0.42 0.073
H -4.20 0.01 -0.40 0.030
H -4.36 -2.14 -1.45 0.102
H -5.21 -2.70 -0.01 0.111
H -1.38 -3.84 1.56 0.121
H -1.02 -2.49 2.64 0.089
C 7.23 -2.23 2.27 -0.083
C 6.36 -2.40 1.03 -0.218
N 4.98 -1.98 1.26 -0.055
C 3.94 -3.01 1.20 -0.211
C 3.93 -3.94 2.40 -0.076
C 4.73 -0.65 1.26 -0.420
O 5.60 0.18 1.05 0.036
C 3.33 -0.22 1.62 -0.128
C 2.80 -0.45 2.88 -0.006
C 1.53 0.03 3.16 -0.018
C 0.85 0.72 2.17 -0.162
N 1.34 0.92 0.94 0.071
C 2.56 0.46 0.69 -0.080
H 8.25 -2.55 2.06 0.065
H 6.84 -2.82 3.10 0.065
H 7.25 -1.18 2.57 0.067
H 6.33 -3.44 0.73 0.111
H 6.77 -1.80 0.22 0.113
H 4.10 -3.59 0.28 0.122
H 2.95 -2.56 1.10 0.073
H 4.87 -4.49 2.51 0.058
H 3.11 -4.64 2.29 0.076
H 3.76 -3.37 3.32 0.066
H 3.36 -1.01 3.61 0.114
H 1.05 -0.15 4.11 0.114
H -0.16 1.07 2.37 0.082
H 2.94 0.63 -0.31 0.124
C -1.34 0.65 -5.33 -0.145
C -1.75 -0.70 -4.77 -0.387
S -1.44 -0.88 -2.99 0.945
O -1.91 0.44 -2.41 -0.606
C 0.36 -0.88 -3.01 -0.395
C 0.85 -2.30 -3.27 -0.133
H -1.82 0.83 -6.29 0.066
H -0.27 0.72 -5.47 0.061
H -1.65 1.44 -4.63 0.060
H -1.27 -1.54 -5.27 0.076
H -2.83 -0.84 -4.84 0.079
H 0.62 -0.62 -1.98 0.062
H 0.73 -0.13 -3.70 0.080
H 0.48 -2.95 -2.49 0.075
H 1.94 -2.32 -3.25 0.073
H 0.53 -2.67 -4.25 0.057
F -3.84 -0.21 4.59 -0.442
Te -3.59 -0.81 2.79 1.863
F -1.66 -0.58 3.34 -0.475
F -5.46 -0.08 2.83 -0.500
F -3.15 -2.38 3.85 -0.430
F -4.86 -2.23 2.29 -0.431
O -3.24 0.80 2.03 -0.743
```

Summary:
Frontier orbital gap   6.115 eV
2S+1   1
Total energy   -3529.42289 Eh
Relative energy (zero: lowest compared OMol25 entry of this formula, charge and spin)   168.34 kJ/mol
HOMO   -2.4508 eV
Total charge   -2